1.
Below is a structure of composition C28H34BeN4O2SSb at a distorted geometry, with properties calculated with ωB97M-V/def2-TZVPD.

```
71
C28H34BeN4O2SSb ωB97M-V/def2-TZVPD
Be -0.8982 -2.0863 0.8688
C 2.1291 -4.6498 0.6750
C 0.9468 -3.7545 0.9955
N 0.4978 -2.7854 0.2215
O 1.0986 -2.7427 -1.0839
C 0.1576 -3.8432 2.2733
C 0.3459 -4.9362 3.3285
N -0.8804 -3.0208 2.2862
O -1.8994 -3.1635 3.0967
H 2.3238 -4.6060 -0.3951
H 1.9239 -5.7024 0.9439
H 3.0320 -4.3660 1.2531
H 0.9033 -1.8386 -1.3808
H 1.1782 -4.6030 4.0112
H 0.4145 -5.9199 2.8671
H -0.4837 -5.0267 4.0861
S -2.3411 -1.4124 -0.2589
C -3.7774 -1.4525 0.7578
N -3.8569 -1.7098 2.0733
C -5.2094 -1.7037 2.5051
C -5.9985 -1.1393 1.2988
N -4.9658 -1.1064 0.2518
H -3.0081 -2.2174 2.4795
H -5.2765 -1.1236 3.4362
H -5.5846 -2.6994 2.6721
H -6.4054 -0.1001 1.5196
H -6.8919 -1.6703 0.9511
H -5.1243 -0.8808 -0.7438
C -1.7139 2.4893 1.8568
C -1.2031 3.4095 0.8028
C -1.6001 4.7677 0.8354
C -1.2210 5.6329 -0.1832
C -0.4694 5.1656 -1.2194
C -0.0437 3.8203 -1.2684
C -0.3424 2.9434 -0.2514
Sb 0.5530 0.9590 -0.1511
C 2.7361 1.5464 -0.0540
C 3.2885 2.3339 -1.0866
C 4.6377 2.6250 -1.1655
C 5.5024 2.0925 -0.1820
C 4.9733 1.2622 0.7854
C 3.5745 1.0659 0.9319
C 3.0629 0.2836 2.1534
C 0.8740 0.4347 -2.2965
C 2.0736 -0.1383 -2.6428
C 2.3156 -0.6120 -3.9231
C 1.2514 -0.7436 -4.8127
C 0.0413 -0.1196 -4.5500
C -0.1421 0.4661 -3.2984
C -1.4284 1.2835 -3.1981
H -2.6383 2.9626 2.2787
H -1.0287 2.4328 2.6819
H -1.8819 1.4633 1.4943
H -2.2898 5.0809 1.6173
H -1.5335 6.6619 -0.1620
H -0.0991 5.7922 -2.0149
H 0.4818 3.4279 -2.1346
H 2.6164 2.7383 -1.8433
H 5.0314 3.2656 -2.0091
H 6.5470 2.3384 -0.1092
H 5.6146 0.8149 1.5655
H 3.3449 0.9049 2.9987
H 3.4287 -0.7382 2.2267
H 1.9861 0.2105 2.1627
H 2.8747 -0.2617 -1.8908
H 3.2342 -1.1165 -4.2014
H 1.3651 -1.1000 -5.8179
H -0.7603 -0.0406 -5.2847
H -1.3702 2.2602 -2.6524
H -2.2236 0.6422 -2.7421
H -1.7698 1.5532 -4.2357
```

The calculation puts the HOMO-LUMO gap (alpha / beta) at 7.0 / 7.0 eV. The value obtained for the total energy is -2109.7795 Eh. The net charge is +1. The energy relative to the best compared isomer or geometry (same formula, charge and spin) is 125.2 kJ/mol. The LUMO energy (alpha / beta) is -3.8 / -3.8 eV.

Results of the Mulliken charge analysis, in e, for atoms 1 through 8:
1. Be -0.591
2. C -1.313
3. C 0.293
4. N 0.910
5. O -0.517
6. C 0.341
7. C -1.259
8. N 0.800

2.
Below is a structure of composition C5H11O4 at a distorted geometry, with properties calculated with ωB97M-V/def2-TZVPD.

```
20
C5H11O4 ωB97M-V/def2-TZVPD
C -1.0041 0.5317 1.6449
C -0.3938 0.1469 0.3407
C -1.2771 0.0540 -0.8290
O -2.3206 -0.9026 -0.5796
C 0.7048 -0.9275 0.4041
C 2.0094 -1.1007 -0.2035
O 1.8980 -0.7672 -1.6182
O 0.9334 0.3993 0.1877
O -0.4039 3.2439 -0.1231
H -1.7056 -0.2613 2.0137
H -0.2592 0.7413 2.4365
H -1.5589 1.4754 1.5095
H -1.6801 1.0807 -0.9840
H -0.7187 -0.2696 -1.7273
H -2.8447 -1.0548 -1.3876
H 0.3682 -1.8358 1.1386
H 2.7267 -0.3832 0.2892
H 2.2524 -2.1283 -0.1594
H 2.7638 -0.8300 -2.0268
H 0.5101 2.7879 -0.3263
```

The calculation puts the HOMO-LUMO gap (alpha / beta) at 9.0 / 6.3 eV. The value obtained for the total energy is -497.7475 Eh. The energy relative to the best compared isomer or geometry (same formula, charge and spin) is 556.6 kJ/mol. The spin multiplicity is 2. The LUMO energy (alpha / beta) is 0.7 / -2.0 eV. As for the expectation value of S²: 0.75.

Results of the natural (NBO) charge analysis, in e, for atoms 1 through 8:
1. C -0.665
2. C 0.248
3. C -0.101
4. O -0.733
5. C -0.015
6. C -0.081
7. O -0.739
8. O -0.458

3.
Below is a structure of composition C19H49N5OSi2 at a distorted geometry, with properties calculated with ωB97M-V/def2-TZVPD.

```
76
C19H49N5OSi2 ωB97M-V/def2-TZVPD
C -3.0530 2.6551 -1.8117
C -2.9073 2.6445 -3.1077
Si -2.4198 1.1858 -4.1874
C -0.6565 0.5776 -3.8854
C 0.3118 1.7537 -3.7322
C 1.5235 1.4107 -2.8953
C 1.2326 1.5750 -1.4215
N 2.2353 0.9002 -0.5898
C 1.7817 0.7012 0.7072
N 1.8463 1.6351 1.5410
N 1.2527 -0.6070 0.9892
O -3.5189 -0.0759 -4.1522
Si -3.6480 -0.9331 -2.7223
H -2.7091 1.8812 -1.1511
H -3.5759 3.4792 -1.3576
H -3.0799 3.5832 -3.6085
H -2.4380 1.6804 -5.5821
H -0.5905 -0.1266 -3.0602
H -0.3917 0.0567 -4.7982
H -0.1826 2.6242 -3.3054
H 0.6684 2.0622 -4.7051
H 2.3739 2.0345 -3.1471
H 1.8546 0.3871 -3.0501
H 1.1609 2.6164 -1.1399
H 0.2467 1.1243 -1.2599
H 2.4236 -0.0155 -0.9868
H 1.4926 1.3557 2.4508
H 0.6009 -0.5492 1.7599
H 2.0217 -1.2066 1.2711
H -2.8646 -0.2957 -1.6445
H -5.0668 -0.8836 -2.3115
H -3.2450 -2.3313 -2.9420
C -0.1497 -3.6707 -2.9519
C -0.5264 -4.7740 -1.9757
N -1.7097 -5.5118 -2.3738
C -2.2271 -6.3762 -1.3267
C -1.3550 -7.5465 -0.8565
C -1.6752 -6.0874 -3.7073
C -0.5462 -7.0726 -4.0388
H -0.9840 -2.9863 -3.1082
H 0.6884 -3.0960 -2.5535
H 0.1609 -4.0649 -3.9205
H -0.7313 -4.3069 -1.0081
H 0.3474 -5.4281 -1.8268
H -3.1991 -6.7631 -1.6444
H -2.4415 -5.7435 -0.4591
H -1.3444 -8.3633 -1.5765
H -1.7545 -7.9464 0.0780
H -0.3257 -7.2439 -0.6615
H -1.6297 -5.2660 -4.4271
H -2.6377 -6.5665 -3.9025
H 0.4232 -6.7304 -3.6740
H -0.4643 -7.1836 -5.1221
H -0.7361 -8.0648 -3.6326
C 0.1353 5.3630 3.7579
C 0.6614 5.2455 5.1809
N 1.2676 3.9589 5.4630
C 1.5256 3.7418 6.8763
C 2.5432 4.6513 7.5755
C 2.3299 3.5533 4.5561
C 3.5525 4.4693 4.4213
H -0.5682 4.5600 3.5333
H -0.3861 6.3137 3.6367
H 0.9371 5.3365 3.0192
H -0.1850 5.3744 5.8614
H 1.3477 6.0849 5.3745
H 1.8250 2.6996 7.0186
H 0.5690 3.8384 7.4005
H 3.5682 4.3965 7.3110
H 2.4518 4.5365 8.6579
H 2.3797 5.7054 7.3501
H 1.8953 3.4261 3.5629
H 2.6663 2.5510 4.8367
H 3.2756 5.5215 4.3449
H 4.1013 4.2107 3.5135
H 4.2451 4.3546 5.2541
```

The calculation puts the HOMO-LUMO gap at 8.5 eV. The value obtained for the total energy is -1681.3277 Eh. The energy relative to the best compared isomer or geometry (same formula, charge and spin) is 47.0 kJ/mol. The LUMO energy is 0.5 eV.

Results of the Mulliken charge analysis, in e, for atoms 1 through 8:
1. C -0.518
2. C -0.287
3. Si 0.330
4. C -0.408
5. C -0.855
6. C -0.854
7. C -0.493
8. N -0.293

Q: The highest energy relative to the best compared isomer or geometry (same formula, charge and spin) belongs to which entry?
A: C5H11O4